No. 1
Entry from the Open Molecules 2025 dataset: C21H31N3O3 in the gas phase (ωB97M-V with the def2-TZVPD basis set).

- relative energy (zero: lowest compared OMol25 entry of this formula, charge and spin) (kcal/mol) = 20.5
- total charge = 0
- LUMO (eV) = 0.8229
- E_HOMO (eV) = -8.4
- SMILES = CC[C@@H]1Oc2ccccc2N(CC(=O)NCCCN2CCC(C)CC2)C1=O
- strongest force on any atom (eV/Å) = 0.630

XYZ file:
```
58
Properties=species:S:1:pos:R:3:forces:R:3
C 1.18635 -0.02008 -1.99249 -0.2 0.0 -0.1
C 0.07701 -0.64771 -2.82472 0.1 -0.2 0.0
C 0.10983 -2.18935 -2.77891 0.3 0.5 0.1
O -0.72327 -2.74907 -3.77719 -0.3 -0.3 0.0
C -2.05942 -2.62908 -3.51432 -0.3 0.1 0.0
C -2.95573 -2.55516 -4.56846 0.2 0.0 0.2
C -4.30938 -2.41618 -4.31483 0.0 0.0 0.0
C -4.76435 -2.32008 -3.01156 0.0 0.0 0.0
C -3.87912 -2.41285 -1.95053 0.1 0.0 0.0
C -2.52565 -2.60265 -2.19425 0.0 0.0 -0.5
N -1.59217 -2.80129 -1.16255 -0.1 -0.2 0.1
C -2.03467 -3.16986 0.17162 -0.1 0.0 0.3
C -2.26326 -1.90368 1.01612 0.2 -0.5 -0.3
O -3.36981 -1.50952 1.32098 -0.4 0.1 0.1
N -1.11151 -1.28898 1.31719 0.4 0.1 0.2
C -1.01774 -0.02956 2.01640 0.0 0.2 0.1
C -0.17643 -0.14908 3.28784 -0.1 0.3 -0.1
C 0.34593 1.22713 3.70756 0.0 -0.3 0.0
N 1.15136 1.81623 2.65230 0.1 0.1 0.2
C 2.51154 1.31092 2.63288 0.1 -0.2 -0.3
C 3.22025 1.75903 1.35900 0.1 0.2 0.4
C 3.24704 3.28367 1.26925 -0.1 -0.1 -0.4
C 3.89535 3.75170 -0.02926 0.0 0.0 0.3
C 1.81152 3.79237 1.39072 0.2 0.0 0.4
C 1.15927 3.26622 2.66637 -0.1 0.2 -0.3
C -0.26728 -2.64266 -1.37959 0.2 -0.1 -0.2
O 0.56370 -2.79002 -0.49601 0.2 0.0 0.0
H 2.16131 -0.29335 -2.38928 0.1 0.0 0.0
H 1.13365 -0.35702 -0.96039 0.1 0.0 0.1
H 1.09598 1.06341 -2.01023 0.0 0.1 0.0
H -0.89948 -0.30361 -2.47148 0.0 0.0 -0.1
H 0.17795 -0.34820 -3.87051 -0.1 -0.1 0.0
H 1.12062 -2.54414 -3.00347 -0.2 0.0 0.2
H -2.57249 -2.60743 -5.57482 0.1 0.0 -0.1
H -5.00381 -2.36209 -5.13877 -0.1 0.0 -0.1
H -5.81475 -2.17681 -2.81217 -0.1 0.0 0.0
H -4.24237 -2.32007 -0.93977 0.0 0.0 0.2
H -2.95494 -3.74949 0.10425 0.1 0.1 0.0
H -1.24538 -3.77634 0.62452 -0.1 0.0 -0.1
H -0.24322 -1.71570 1.01529 -0.2 -0.1 -0.1
H -0.54061 0.71080 1.36479 -0.1 -0.1 0.1
H -2.03522 0.29243 2.24476 0.1 0.0 0.0
H -0.76357 -0.58074 4.09884 0.0 -0.1 0.0
H 0.66367 -0.81732 3.09091 0.0 -0.1 0.1
H -0.51122 1.88038 3.88845 0.0 0.0 0.0
H 0.90706 1.13866 4.65338 -0.1 0.1 0.0
H 2.48417 0.22052 2.66697 0.0 0.0 0.1
H 3.07914 1.66397 3.51532 0.0 0.0 0.0
H 2.68492 1.35717 0.49712 0.0 -0.1 -0.1
H 4.23588 1.35937 1.34840 0.0 0.0 -0.1
H 3.82829 3.67404 2.11318 0.0 0.0 0.0
H 3.91165 4.83813 -0.07926 0.0 0.1 -0.1
H 4.91839 3.38878 -0.09756 0.1 0.0 -0.1
H 3.34095 3.37648 -0.88686 -0.1 0.0 -0.1
H 1.23398 3.44423 0.53247 -0.1 0.0 -0.1
H 1.79364 4.88375 1.39705 0.0 0.1 -0.1
H 0.12551 3.61777 2.71924 0.0 0.0 0.1
H 1.70095 3.66202 3.54610 -0.1 0.0 0.0
```
Forces are in eV/Å.

From a natural (NBO) analysis of the wavefunction, the atomic charges in e read:
1. C -0.612
2. C -0.417
3. C 0.014
4. O -0.476
5. C 0.260
6. C -0.246
7. C -0.206
8. C -0.219
9. C -0.246
10. C 0.145
11. N -0.434
12. C -0.315
13. C 0.665
14. O -0.633
15. N -0.619
16. C -0.239
17. C -0.405
18. C -0.209
19. N -0.459
20. C -0.220
21. C -0.392
22. C -0.218
23. C -0.596
24. C -0.401
25. C -0.209
26. C 0.678
27. O -0.645
28. H 0.207
29. H 0.216
30. H 0.215
31. H 0.210
32. H 0.220
33. H 0.220
34. H 0.227
35. H 0.217
36. H 0.218
37. H 0.244
38. H 0.233
39. H 0.244
40. H 0.423
41. H 0.212
42. H 0.227
43. H 0.213
44. H 0.195
45. H 0.197
46. H 0.175
47. H 0.201
48. H 0.159
49. H 0.201
50. H 0.207
51. H 0.192
52. H 0.207
53. H 0.207
54. H 0.200
55. H 0.201
56. H 0.207
57. H 0.200
58. H 0.158

---

No. 2
Entry from the Open Molecules 2025 dataset: C21H31N3O5S2 in the gas phase at a distorted geometry (ωB97M-V with the def2-TZVPD basis set).

- relative energy (zero: lowest compared OMol25 entry of this formula, charge and spin) (kcal/mol) = 10.1
- total charge = 0
- LUMO (eV) = 0.2690
- E_HOMO (eV) = -8.8
- SMILES = CCOCCCNC(=O)CN1C(=O)CSc2cc(S(=O)(=O)N3CCCCCC3)ccc21
- strongest force on any atom (eV/Å) = 1.073

XYZ file:
```
62
Properties=species:S:1:pos:R:3:forces:R:3
C -8.96795 -1.73932 0.66402 0.4 0.1 -0.2
C -7.89896 -1.28692 -0.31830 -0.2 0.0 0.0
O -6.73389 -0.96207 0.41194 -0.2 0.0 0.2
C -5.58375 -0.74780 -0.36569 0.2 0.2 -0.2
C -5.59216 0.58080 -1.13309 0.1 -0.3 0.1
C -4.23172 0.86621 -1.76865 -0.3 -0.1 -0.2
N -3.20877 1.07312 -0.77026 -0.4 0.3 0.0
C -2.19083 0.22365 -0.58137 0.3 0.3 0.5
O -1.98447 -0.77113 -1.24690 0.1 -0.4 -0.2
C -1.25735 0.64439 0.56699 -0.3 -0.2 0.0
N -0.38823 1.74703 0.18290 -0.1 -0.2 0.1
C -0.88024 3.00531 0.32645 0.1 0.4 0.0
O -2.01181 3.21083 0.72688 -0.2 0.1 0.1
C 0.05292 4.12556 -0.05750 0.4 0.0 0.1
S 1.67672 3.87386 0.71880 -0.2 -0.1 0.0
C 1.97285 2.31606 -0.05073 -0.1 0.1 0.0
C 3.25934 1.94985 -0.41687 -0.1 0.1 -0.1
C 3.47080 0.74665 -1.05683 0.6 -0.1 -0.2
S 5.15041 0.24818 -1.46275 -0.1 -0.2 0.1
O 5.99007 1.40264 -1.33478 -0.2 0.1 0.3
O 5.09494 -0.44944 -2.71344 -0.2 -0.2 0.1
N 5.57332 -0.83123 -0.29530 -0.2 0.7 -0.8
C 6.10838 -0.34567 0.94905 0.0 0.7 0.5
C 5.02537 -0.00928 1.97874 0.2 -0.3 0.1
C 4.27288 -1.22772 2.50859 -0.2 0.3 -0.2
C 3.63828 -2.09399 1.41884 0.1 -0.2 0.2
C 4.66174 -2.94979 0.67006 -0.1 0.2 -0.1
C 5.34643 -2.23778 -0.50387 -0.1 -0.6 -0.2
C 2.41066 -0.08169 -1.37614 0.0 0.0 0.0
C 1.12639 0.26742 -0.99676 0.1 0.0 0.0
C 0.89599 1.45387 -0.30152 0.6 0.0 -0.1
H -9.87936 -1.99489 0.13085 -0.1 0.0 0.0
H -9.17758 -0.94222 1.37149 -0.1 0.1 0.1
H -8.61928 -2.60731 1.21633 0.0 -0.1 0.1
H -7.67455 -2.09129 -1.03636 0.0 0.1 0.0
H -8.25746 -0.41418 -0.88408 0.1 -0.1 0.0
H -5.43572 -1.57936 -1.07145 0.0 0.0 0.1
H -4.75651 -0.75105 0.34919 0.0 0.0 -0.1
H -6.34470 0.55173 -1.92216 0.0 0.1 0.0
H -5.85249 1.38395 -0.44025 -0.1 0.0 0.0
H -3.91345 0.01748 -2.37894 0.0 0.2 0.0
H -4.29929 1.75747 -2.40051 0.0 -0.1 0.0
H -3.28732 1.88420 -0.16779 0.2 -0.1 0.0
H -1.85767 0.98034 1.41738 0.1 -0.1 -0.1
H -0.64263 -0.20705 0.86051 -0.1 0.1 -0.1
H -0.34971 5.07215 0.29725 -0.1 -0.1 0.0
H 0.19294 4.16300 -1.14036 -0.1 0.0 0.0
H 4.09603 2.60050 -0.21827 0.1 0.1 0.0
H 6.66919 0.56078 0.70962 0.1 -0.2 0.2
H 6.80074 -1.09064 1.35044 0.0 0.0 -0.1
H 4.31636 0.68290 1.52162 0.0 0.0 0.1
H 5.49851 0.50520 2.81771 0.0 0.1 0.0
H 3.48724 -0.87429 3.18093 0.0 0.0 0.1
H 4.95329 -1.84605 3.09920 0.0 0.0 0.1
H 3.09143 -1.46379 0.71514 -0.1 0.0 0.0
H 2.91721 -2.76174 1.89619 -0.1 0.0 -0.1
H 4.17341 -3.84045 0.27079 0.1 -0.1 0.0
H 5.41705 -3.28819 1.38199 0.0 -0.1 0.0
H 4.73905 -2.30622 -1.40637 0.1 -0.3 0.1
H 6.30305 -2.73670 -0.71409 -0.1 0.0 -0.1
H 2.59512 -0.98645 -1.93156 -0.1 -0.1 -0.1
H 0.29970 -0.37941 -1.24692 -0.1 -0.1 0.0
```
Forces are in eV/Å.

From a natural (NBO) analysis of the wavefunction, the atomic charges in e read:
1. C -0.618
2. C -0.059
3. O -0.539
4. C -0.056
5. C -0.434
6. C -0.228
7. N -0.620
8. C 0.665
9. O -0.637
10. C -0.312
11. N -0.429
12. C 0.691
13. O -0.630
14. C -0.620
15. S 0.298
16. C -0.197
17. C -0.205
18. C -0.326
19. S 2.350
20. O -0.942
21. O -0.937
22. N -0.707
23. C -0.229
24. C -0.409
25. C -0.392
26. C -0.410
27. C -0.417
28. C -0.211
29. C -0.200
30. C -0.187
31. C 0.136
32. H 0.209
33. H 0.212
34. H 0.212
35. H 0.159
36. H 0.158
37. H 0.164
38. H 0.187
39. H 0.208
40. H 0.206
41. H 0.230
42. H 0.200
43. H 0.430
44. H 0.244
45. H 0.235
46. H 0.264
47. H 0.244
48. H 0.256
49. H 0.238
50. H 0.199
51. H 0.202
52. H 0.212
53. H 0.209
54. H 0.193
55. H 0.204
56. H 0.213
57. H 0.219
58. H 0.197
59. H 0.227
60. H 0.194
61. H 0.240
62. H 0.250

---

Here are the calculated frontier orbital gap numbers, same order: 9.234, 9.087 (eV).